Formula: C43H83BF6I4N4O5P
Source: the Open Molecules 2025 dataset
Level of theory: ωB97M-V/def2-TZVPD

CARTESIAN COORDINATES (ANGSTROEM)
C -6.490 0.018 -2.327
C -5.273 -1.094 -2.347
I -5.923 -2.980 -3.313
C -4.253 -1.070 -1.148
I -2.270 -1.423 -2.167
P -4.384 -1.944 0.566
C -4.523 -2.728 2.295
C -5.887 -3.070 3.010
C -6.573 -1.853 3.849
F -7.920 -2.295 4.229
B -6.310 -2.029 0.316
N -7.185 -0.816 0.712
O -7.148 -3.041 -0.236
C -3.911 -3.718 -0.081
I -5.132 -5.453 0.445
C -2.411 -4.230 0.120
C -2.121 -5.440 1.129
I -1.884 -5.271 -1.808
O -4.847 -0.461 1.455
C -3.832 0.413 1.918
N -3.880 0.515 3.440
C -4.460 1.883 1.647
O -5.556 1.881 0.647
N -6.592 2.653 1.125
O -6.433 3.799 0.827
C -2.402 -0.055 1.270
C -1.681 1.015 0.276
C -0.127 1.255 0.179
C 0.533 2.227 -0.831
C -0.456 2.984 -1.745
N -1.849 2.857 -1.676
C -2.390 1.944 -0.745
C -1.239 -0.537 2.269
F -0.365 -1.355 1.434
F -0.568 0.506 2.972
C -1.424 -1.623 3.408
F -2.162 -1.382 4.551
F -0.070 -1.693 3.970
F -1.518 -2.963 2.906
O -2.721 -1.357 0.697
H -6.247 0.864 -1.607
H -7.506 -0.483 -2.147
H -6.591 0.518 -3.365
H -4.658 -0.655 -3.244
H -4.249 0.050 -0.824
H -3.841 -3.655 2.434
H -4.038 -2.009 3.068
H -5.556 -3.734 3.914
H -6.639 -3.767 2.519
H -6.592 -0.869 3.282
H -6.005 -1.701 4.829
H -7.806 -1.234 1.445
H -7.878 -0.641 -0.049
H -7.928 -3.188 0.356
H -4.051 -3.661 -1.229
H -1.571 -3.487 0.205
H -0.979 -5.393 1.341
H -2.263 -6.490 0.671
H -2.611 -5.400 2.149
H -3.392 1.378 3.715
H -4.856 0.501 3.762
H -4.995 2.336 2.569
H -3.669 2.698 1.408
H 0.601 0.713 0.860
H 1.671 2.328 -0.873
H 0.011 3.699 -2.518
H -3.542 1.940 -0.781
C -0.575 6.681 -0.322
C 0.554 5.790 0.179
C 1.147 6.260 1.508
C 1.803 7.644 1.476
C 2.932 7.801 0.455
C 4.111 6.873 0.722
H -0.231 7.700 -0.516
H -0.981 6.286 -1.257
H -1.388 6.725 0.408
H 1.334 5.720 -0.586
H 0.164 4.777 0.312
H 1.877 5.518 1.849
H 0.356 6.271 2.267
H 2.195 7.865 2.476
H 1.043 8.407 1.280
H 3.288 8.835 0.487
H 2.556 7.632 -0.559
H 4.531 7.056 1.714
H 4.897 7.043 -0.017
H 3.819 5.822 0.660
C 4.693 1.567 -2.172
C 5.225 2.283 -0.938
C 5.692 3.711 -1.226
C 6.861 3.828 -2.211
C 8.127 3.068 -1.813
C 8.739 3.566 -0.508
H 5.464 1.458 -2.940
H 4.347 0.564 -1.906
H 3.849 2.112 -2.605
H 6.034 1.697 -0.493
H 4.428 2.324 -0.188
H 5.964 4.190 -0.280
H 4.848 4.288 -1.622
H 7.107 4.890 -2.330
H 6.541 3.485 -3.201
H 8.867 3.185 -2.610
H 7.921 1.996 -1.734
H 8.995 4.626 -0.580
H 9.651 3.010 -0.284
H 8.055 3.434 0.335
C 3.761 0.368 -6.299
C 5.252 0.598 -6.087
C 5.652 2.071 -6.183
C 5.403 2.726 -7.546
C 6.094 2.047 -8.731
C 7.615 2.061 -8.626
H 3.442 0.677 -7.297
H 3.525 -0.694 -6.191
H 3.173 0.922 -5.561
H 5.822 -0.002 -6.801
H 5.523 0.230 -5.091
H 6.712 2.166 -5.921
H 5.105 2.640 -5.422
H 5.734 3.770 -7.494
H 4.327 2.765 -7.742
H 5.804 2.569 -9.648
H 5.745 1.015 -8.837
H 7.989 3.087 -8.565
H 8.058 1.590 -9.506
H 7.964 1.515 -7.746
C 0.012 -5.912 5.017
C -0.008 -7.289 4.366
C -1.408 -7.900 4.296
C -2.074 -8.163 5.651
C -1.289 -9.074 6.597
C -1.089 -10.481 6.044
H -0.326 -5.951 6.056
H 1.029 -5.509 5.016
H -0.628 -5.214 4.472
H 0.677 -7.958 4.896
H 0.381 -7.197 3.346
H -1.355 -8.836 3.728
H -2.058 -7.235 3.715
H -3.061 -8.604 5.471
H -2.262 -7.210 6.156
H -1.835 -9.146 7.542
H -0.315 -8.633 6.833
H -2.053 -10.958 5.845
H -0.549 -11.096 6.767
H -0.510 -10.473 5.118

Calculated values
- Charge: -1
- Kohn-Sham gap: 0.266 Ha
- Strongest force on any atom: 5.13 eV Å⁻¹
- E_HOMO: -5.5 eV
- E_LUMO: 1.735 eV

Formula: C17H19NPSYb
Source: the Open Molecules 2025 dataset
Level of theory: ωB97M-V/def2-TZVPD

CARTESIAN COORDINATES (ANGSTROEM)
C 0.570 -0.790 -4.303
C -0.702 -0.253 -5.035
C -0.818 1.141 -4.990
C 0.292 1.703 -4.218
C 1.162 0.671 -3.719
Yb -0.964 0.457 -2.922
P -0.288 -2.131 -2.583
H 1.216 -1.665 -4.842
H -1.505 -0.937 -5.492
H -1.733 1.740 -5.366
H 2.089 1.080 -3.253
H 0.234 2.780 -3.898
H 1.002 -2.198 -1.933
H -0.009 -3.342 -3.303
H -0.954 -2.918 -1.513
N 0.037 0.513 -0.736
S 0.273 -0.487 0.515
C 1.407 0.310 1.726
C 2.230 -0.575 2.411
C 3.174 -0.127 3.336
C 3.377 1.227 3.615
C 2.552 2.118 2.930
C 1.588 1.661 2.006
C -1.273 -0.415 1.629
C -1.628 0.647 2.456
C -2.895 0.593 3.059
C -3.724 -0.514 2.942
C -3.201 -1.638 2.318
C -1.954 -1.630 1.698
H 0.994 0.981 -0.885
H 2.128 -1.616 2.173
H 3.722 -0.864 3.917
H 4.032 1.568 4.446
H 2.615 3.191 3.183
H 0.992 2.377 1.461
H -0.961 1.511 2.515
H -3.189 1.457 3.643
H -4.640 -0.581 3.525
H -3.729 -2.567 2.315
H -1.515 -2.476 1.172

Calculated values
- Expectation value of S²: 0.761
- Multiplicity: 2
- ΔE to the lowest compared entry with this formula, charge and spin: 0.000 eV
- Kohn-Sham gap (alpha / beta): 0.137 / 0.224 Ha
- Strongest force on any atom: 7.68 eV Å⁻¹
- E_HOMO (alpha / beta): -3.7 / -6.1 eV
- E_LUMO (alpha / beta): -0.016 / -0.046 eV

What is the formula in the second record?
C17H19NPSYb